No. 1
{
  "formula": "C4H7N3",
  "method": "the ωB97M-V functional and the def2-TZVPD basis",
  "orbital_gap_ha": 0.386,
  "de_lowest_kcal_mol": 12.37,
  "smiles": "[H]/N=C(\\C#N)NCC",
  "e_homo_ev": -9.66,
  "total_charge": 0,
  "symbols": ["N", "N", "N", "C", "C", "C", "C", "H", "H", "H", "H", "H", "H", "H"],
  "xyz": [[-0.1904, 0.1932, -0.4846], [-0.1608, 3.3381, -1.9002], [0.1478, 1.7314, 1.1803], [0.0519, -0.8235, 0.5267], [0.5451, -2.1331, -0.0421], [-0.0982, 2.5027, -1.1049], [-0.0366, 1.4809, -0.0635], [1.4753, -2.0323, -0.6114], [0.7839, -0.3834, 1.2153], [-0.8623, -0.9569, 1.1195], [0.3357, 2.7028, 1.3843], [-0.2194, -2.5304, -0.7001], [-0.2364, -0.0471, -1.4661], [0.7086, -2.8681, 0.7527]],
  "mulliken_charge": [-0.227, -0.366, -0.670, -0.271, -1.223, 0.085, 0.625, 0.330, 0.331, 0.225, 0.227, 0.335, 0.244, 0.356]
}

No. 2
{
  "formula": "C3H10O2S",
  "method": "the ωB97M-V functional and the def2-TZVPD basis",
  "orbital_gap_ha": 0.366,
  "de_lowest_kcal_mol": 0.00,
  "smiles": "OCCCS.O",
  "e_homo_ev": -9.22,
  "total_charge": 0,
  "symbols": ["S", "O", "O", "C", "C", "C", "H", "H", "H", "H", "H", "H", "H", "H", "H", "H"],
  "xyz": [[2.1845, 1.4526, -1.7779], [-0.4920, -1.5928, 1.5114], [-3.0180, -0.6178, -1.2244], [1.3031, 1.2786, -0.2135], [0.0706, -0.2965, 1.3515], [0.8858, -0.1609, 0.0946], [1.9846, 1.6687, 0.5447], [-3.9273, -0.5377, -0.9115], [1.7981, -0.7574, 0.1512], [-2.5274, -0.9055, -0.4453], [-0.1254, -2.2098, 0.8670], [1.2057, 0.9818, -2.5602], [0.4179, 1.9099, -0.1965], [-0.7757, 0.4056, 1.3498], [0.3514, -0.5600, -0.7751], [0.6641, -0.0588, 2.2341]],
  "mulliken_charge": [-0.218, -0.532, -0.638, -0.752, -0.504, -0.423, 0.345, 0.311, 0.284, 0.331, 0.332, 0.112, 0.356, 0.295, 0.385, 0.317]
}

No. 3
{
  "formula": "C31H33ClMnN2O2Si2",
  "method": "the ωB97M-V functional and the def2-TZVPD basis",
  "orbital_gap_ha": [0.286, 0.209],
  "de_lowest_kcal_mol": 0.00,
  "e_homo_ev": [-10.30, -10.81],
  "total_charge": 1,
  "multiplicity": 5,
  "symbols": ["Mn", "Cl", "Si", "Si", "O", "O", "N", "N", "C", "C", "C", "C", "C", "C", "C", "C", "C", "C", "C", "C", "C", "C", "C", "C", "C", "C", "C", "C", "C", "C", "C", "C", "C", "C", "C", "C", "C", "C", "C", "H", "H", "H", "H", "H", "H", "H", "H", "H", "H", "H", "H", "H", "H", "H", "H", "H", "H", "H", "H", "H", "H", "H", "H", "H", "H", "H", "H", "H", "H", "H", "H", "H"],
  "xyz": [[0.4655, -0.1670, -0.6536], [3.3094, 0.2238, -4.4651], [1.8319, 0.2555, -6.5279], [1.0765, 0.3018, -4.3639], [2.3505, 1.6225, 2.5699], [1.7592, 0.2107, 0.8877], [1.0675, 2.3721, 0.8496], [0.4455, 2.0908, -0.4143], [1.5474, -3.7511, -7.5507], [-0.9389, 2.6908, -8.1966], [-0.2315, 3.5920, -9.0020], [-1.7587, -2.5053, -5.2995], [0.6591, 3.0584, -4.6086], [0.1412, -1.3131, -4.4590], [0.4792, -2.4709, -9.3424], [3.0512, 0.5217, 3.2588], [-1.7464, 0.1126, -0.4105], [-0.2548, 1.6994, -7.5034], [-2.0427, 3.0707, -4.0193], [1.1704, 3.5399, -9.0485], [0.0228, 1.8643, -4.2355], [-1.4435, 4.2129, -4.5715], [-1.1582, -0.3238, 0.8282], [-0.8345, -1.9964, -0.7659], [-1.2591, -3.6881, -4.7571], [-0.0590, -3.6756, -4.0269], [1.1421, 1.6777, -7.5259], [-1.0993, -1.2974, -5.0988], [0.8409, -1.2721, -8.6935], [-0.0858, 4.1993, -4.8741], [1.9597, -2.5561, -6.9452], [1.5476, -1.3356, -7.4883], [1.8633, 2.5944, -8.2974], [0.6141, -2.4689, -3.8228], [1.7420, 1.3372, 1.4149], [-1.5452, -0.9174, -1.3854], [-1.3150, 1.8962, -3.8040], [-0.5922, -1.6315, 0.6086], [0.8396, -3.6980, -8.7590], [2.5019, -2.5567, -5.9914], [0.9512, 2.5931, -1.1508], [1.7289, -4.7075, -7.0425], [-3.1029, 3.1260, -3.7345], [-2.3498, 1.0211, -0.5638], [-0.1275, -2.4381, -10.2524], [1.2055, 0.2153, -2.8397], [-1.7767, -4.6240, -4.9303], [0.4893, -0.3096, -9.0880], [-1.7919, 1.0453, -3.2836], [-0.5806, -2.9401, -1.2486], [1.1643, 3.3126, 1.2276], [1.7242, 4.2318, -9.6918], [3.2475, 0.9541, 4.2437], [1.7471, 3.0796, -4.7599], [2.9492, 2.5253, -8.3063], [-2.0285, 2.7247, -8.0784], [0.5380, -4.6414, -9.2286], [-1.2386, 0.1976, 1.7982], [3.2597, 0.4810, -6.9421], [-0.7948, 4.3309, -9.5785], [0.3849, -4.5909, -3.6135], [-1.5679, -0.3655, -5.4497], [-0.1105, -2.2668, 1.3708], [-2.0171, 5.1217, -4.7409], [0.4345, 5.0606, -5.3116], [-1.9454, -0.9190, -2.4046], [1.5031, -2.4556, -3.1694], [-0.4828, 2.5405, -0.4560], [-0.7838, 0.9641, -6.8840], [3.9500, 0.2142, 2.7120], [2.4072, -0.3621, 3.4135], [-2.6823, -2.4919, -5.8890]],
  "mulliken_charge": [0.865, -0.356, 1.145, -0.060, -0.426, -0.798, -0.297, -0.330, -0.509, -0.726, -0.600, -0.860, -0.710, 1.797, -0.638, -0.624, -0.658, -0.199, -0.802, -0.572, 0.669, -0.641, -0.661, -0.658, -0.728, -0.718, 0.138, -0.162, -0.220, -0.452, -0.400, 0.603, -0.592, -0.722, 0.961, -0.516, 0.318, -0.464, -0.533, 0.426, 0.312, 0.387, 0.438, 0.711, 0.404, -0.514, 0.457, 0.274, 0.166, 0.498, 0.265, 0.403, 0.253, 0.362, 0.436, 0.425, 0.360, 0.490, -0.412, 0.392, 0.469, 0.058, 0.432, 0.413, 0.420, 0.708, 0.299, 0.367, 0.442, 0.292, 0.301, 0.403]
}

No. 4
{
  "formula": "C32H61BN2O6P",
  "method": "the ωB97M-V functional and the def2-TZVPD basis",
  "orbital_gap_ha": [0.256, 0.278],
  "e_homo_ev": [-10.71, -11.31],
  "total_charge": 1,
  "multiplicity": 3,
  "symbols": ["P", "O", "O", "O", "O", "O", "O", "N", "N", "C", "C", "C", "C", "C", "C", "C", "C", "C", "C", "C", "C", "C", "C", "C", "C", "C", "C", "C", "C", "C", "C", "C", "C", "C", "C", "C", "C", "C", "C", "C", "C", "B", "H", "H", "H", "H", "H", "H", "H", "H", "H", "H", "H", "H", "H", "H", "H", "H", "H", "H", "H", "H", "H", "H", "H", "H", "H", "H", "H", "H", "H", "H", "H", "H", "H", "H", "H", "H", "H", "H", "H", "H", "H", "H", "H", "H", "H", "H", "H", "H", "H", "H", "H", "H", "H", "H", "H", "H", "H", "H", "H", "H", "H"],
  "xyz": [[0.4329, 1.7120, 0.1029], [1.6985, -5.9536, 4.5701], [-0.2323, 1.2329, -2.7123], [1.1842, -0.6970, 2.6587], [-3.2917, 0.1434, -1.4658], [1.1312, 3.3578, -2.3465], [-3.8933, 2.1591, -6.8288], [3.0332, -5.5155, 4.6365], [-3.3304, 3.3155, -6.2601], [-4.4589, 4.4129, -8.2934], [-5.3883, 4.5688, -4.5134], [-2.5316, 2.1727, 0.0200], [-4.7089, 3.2609, -4.1260], [-5.4585, 4.7094, -6.0263], [-3.3067, 3.1193, -4.7678], [4.7831, -7.8000, 3.8777], [-1.3382, 1.2251, 0.6192], [3.7215, -6.3059, 5.7137], [-3.7484, 1.3325, -0.7291], [-2.3527, 4.1404, -4.0904], [-2.7043, 1.7357, -4.3585], [-0.0685, 4.0226, 2.1578], [-3.2079, 5.7677, -6.6723], [2.6871, -4.9834, 2.1666], [0.6667, 0.1809, -3.2111], [-4.1054, 4.4991, -6.7672], [3.1563, 4.9737, 2.1497], [1.1658, -0.9805, 1.2068], [1.7220, 0.2654, 0.2944], [3.6133, -5.6231, 3.2517], [4.9244, -4.7989, 3.1353], [4.9484, -5.4965, 6.2270], [1.0284, 3.1924, 1.2065], [0.4726, 5.3114, 3.0466], [-1.0327, -1.2301, 3.8563], [2.8490, -6.5065, 7.0023], [3.9185, -7.0860, 2.8457], [2.6057, 3.7028, 1.2697], [0.4626, -1.7732, 3.3560], [4.1402, -7.7334, 5.2546], [2.0378, 5.8073, 3.0391], [0.4769, 2.1549, -1.7967], [1.0170, -2.0973, 4.3616], [4.9035, -8.8489, 3.5823], [-1.4658, 0.0759, 0.3968], [4.8253, -8.1806, 5.9864], [-4.5671, 0.9447, 0.0468], [2.0156, -0.1939, -0.7665], [-2.2581, 5.5933, -6.1620], [-1.1715, -0.1834, 3.3523], [2.7486, 0.6629, 0.7485], [5.7922, -7.3767, 3.9058], [3.2567, -8.3865, 5.2369], [-5.2079, 3.6422, -8.5096], [5.7534, -5.2100, 3.7160], [-5.8744, 5.6955, -6.2706], [-1.7134, 1.5909, -4.8062], [2.4359, -3.9475, 2.4259], [-2.7107, 5.1715, -4.1360], [4.7670, -3.7604, 3.4525], [4.2837, 5.3207, 2.1378], [-4.3610, 2.0132, -1.4947], [-1.8958, -1.9252, 3.4799], [-1.3863, 1.3389, 1.8060], [5.1470, -4.5913, 5.6490], [2.3611, 6.7464, 3.6754], [-4.8700, 5.4266, -4.0731], [2.4545, -5.5528, 7.3705], [0.5556, -0.7500, -2.4821], [-2.1849, 3.0243, -0.7026], [1.7856, 0.5210, -3.2937], [-2.5851, 1.6652, -3.2703], [4.4239, -7.1154, 1.8717], [4.8027, -5.1272, 7.2489], [0.3061, -2.7437, 2.7210], [0.3771, 4.0107, -2.5632], [-2.9094, 6.1385, -7.6599], [-6.4032, 4.5835, -4.0988], [-0.3138, 5.9084, 3.6891], [-3.7147, 6.5911, -6.1556], [-3.4086, -0.6197, -0.8013], [3.4472, -6.9509, 7.8081], [0.2408, -0.1596, -4.2722], [3.1826, -4.9647, 1.1880], [-4.6367, 3.2039, -3.0322], [3.3784, 3.0914, 0.6178], [2.9826, -7.6469, 2.7152], [0.1190, -1.3971, 0.8513], [-1.3530, 4.1055, -4.5412], [-2.2311, 3.9182, -3.0229], [-5.3512, 2.4222, -4.4285], [1.7534, -5.5409, 2.0253], [-1.2074, 3.7046, 2.1974], [-1.0716, -1.0616, 5.0191], [-3.5695, 4.2048, -8.8988], [1.9325, -1.8821, 1.0437], [-4.8847, 5.3615, -8.6452], [-3.0568, 2.7219, 0.9408], [2.0042, -7.1854, 6.8377], [-3.3425, 0.8933, -4.6508], [-6.1933, 3.9783, -6.3908], [5.8655, -6.0972, 6.2265], [5.2792, -4.7671, 2.0977]],
  "mulliken_charge": [1.013, -0.502, -0.080, -0.418, -0.528, -0.536, -0.484, 0.366, 0.220, -1.781, -0.681, -0.099, -0.854, -1.498, 1.952, -0.516, -0.367, 1.690, -0.566, -1.530, -1.406, -0.182, -1.590, -1.653, -0.746, 1.750, -0.506, -0.254, -0.756, 1.721, -1.954, -1.623, 0.223, -0.367, -0.646, -1.801, -1.201, -0.355, -0.204, -1.415, -0.332, 0.415, 0.280, 0.398, 0.140, 0.392, 0.455, 0.403, 0.308, 0.036, 0.383, 0.270, 0.382, 0.350, 0.422, 0.412, 0.360, 0.175, 0.346, 0.352, 0.312, 0.071, 0.229, 0.064, 0.335, 0.309, 0.291, 0.460, 0.221, 0.153, 0.338, -0.017, 0.384, 0.471, 0.226, 0.361, 0.471, 0.447, 0.299, 0.320, 0.349, 0.439, 0.240, 0.471, -0.096, 0.204, 0.373, 0.264, 0.440, 0.016, 0.469, 0.443, 0.104, 0.304, 0.457, 0.200, 0.439, 0.442, 0.350, 0.413, 0.401, 0.322, 0.425]
}